Here is a cluster of 2 separate species, C3H8O3S in total in a non-equilibrium geometry from OMol25. Energies are from the ωB97M-V functional and the def2-TZVPD basis.

Its multiplicity is 1. The energy above the lowest of the compared OMol25 structures with the same formula, charge and spin comes out at 7.95 kcal per mole. As for the SMILES: O=C(O)CCS.O. The electronic energy is -20218.6061 eV. The HOMO energy comes out at -0.3315 Ha. For the HOMO-LUMO gap, the calculation gives 9.5141 eV.

```
15
Properties=species:S:1:pos:R:3:forces:R:3
H -1.7272 -0.5488 -0.2176 0.014 -0.195 -0.048
O -1.8396 1.8122 -1.0324 -0.668 -0.580 -0.998
H 1.0520 -0.1227 -1.3780 0.049 0.357 0.175
H 2.6915 -0.6958 3.7802 0.160 -0.019 -0.262
H -1.1775 -1.2935 -1.7416 0.236 -0.124 0.137
H 0.4179 0.4756 0.2222 0.107 0.363 -0.262
C -1.4839 0.7722 -1.8521 1.372 0.205 1.156
S 0.8741 -1.8449 0.2493 -0.220 -1.095 -0.476
H 1.4415 -1.5236 1.4095 0.008 0.768 0.068
O 2.3344 -0.0402 3.1667 -0.128 -0.163 0.501
O -1.3658 0.9176 -3.0318 -0.512 -0.097 -0.552
H 1.7087 0.4251 3.7355 -0.046 0.155 -0.248
C 0.3687 -0.2867 -0.5470 0.247 -0.440 0.311
H -2.2424 2.4001 -1.6947 0.191 0.573 0.462
C -1.0524 -0.4467 -1.0683 -0.811 0.293 0.036
```
Forces are in eV/Å.